No. 1
This record from the Open Molecules 2025 dataset describes C19H27N5O3 in the gas phase. The level of theory is ωB97M-V with the def2-TZVPD basis set.

Structure (XYZ):
```
54
Properties=species:S:1:pos:R:3
C -4.55822 -0.64125 1.62119
O -3.99824 0.33207 0.78424
C -2.65531 0.62602 0.92621
C -1.86406 0.10295 1.93984
C -0.53033 0.43292 2.06717
C 0.09037 1.31976 1.17983
C -0.71176 1.85855 0.17838
C -2.05193 1.51524 0.02439
O -2.64900 2.14518 -1.03131
C -3.90970 1.72322 -1.50480
H -4.06068 2.27253 -2.43480
H -3.92552 0.65006 -1.70642
H -4.70827 1.97057 -0.80248
H -0.34407 2.57351 -0.53361
N 1.40613 1.62684 1.43868
H 1.75250 1.10274 2.23040
C 2.51371 2.16324 0.67434
C 2.25272 2.58347 -0.77486
C 2.00454 1.38562 -1.68981
C 3.17872 0.41230 -1.57206
N 3.31660 0.00733 -0.19116
C 2.79865 -1.11179 0.36839
O 2.80056 -1.27860 1.57736
C 2.27048 -2.16864 -0.59047
H 1.65780 -1.69332 -1.35477
C 1.41231 -3.19779 0.14199
H 1.97054 -3.60227 0.98704
H 1.15938 -4.01441 -0.53786
C 0.13386 -2.56307 0.69598
N -0.74163 -2.06558 -0.33033
C -1.99762 -2.43956 -0.62040
N -2.47791 -1.71590 -1.60561
C -1.46193 -0.88379 -1.89737
N -0.39879 -1.06373 -1.14915
H -1.50593 -0.14582 -2.67131
H -2.51828 -3.22773 -0.11575
H 0.41110 -1.72860 1.34528
H -0.42965 -3.29645 1.27708
H 3.12137 -2.66282 -1.06531
C 3.65806 1.12289 0.66529
H 3.83564 0.73583 1.67057
H 4.57789 1.58584 0.29486
H 3.04605 -0.44909 -2.22227
H 4.10978 0.91331 -1.86394
H 1.90489 1.72348 -2.72219
H 1.08721 0.86844 -1.40376
H 1.43162 3.29529 -0.82283
H 3.15049 3.10768 -1.11699
H 2.88164 3.05093 1.21906
H 0.04066 0.00849 2.88157
H -2.29051 -0.57999 2.65786
H -5.58990 -0.75089 1.28894
H -4.04614 -1.60495 1.52339
H -4.54989 -0.33024 2.67229
```

Its structure (SMILES) is COc1ccc(N[C@@H]2CCCN(C(=O)CCCn3cncn3)C2)cc1OC. The calculation puts the calculated total energy at -1239.69571 a.u. The value obtained for the HOMO energy is -7.02 eV. The value obtained for the relative energy (zero: lowest compared OMol25 entry of this formula, charge and spin) is 210.73 kJ/mol.

Löwdin population analysis, charges in e, atoms 1 to 2: -0.09, -0.12

=====

No. 2
This record from the Open Molecules 2025 dataset describes C19H27N5O4S in the gas phase. The level of theory is ωB97M-V with the def2-TZVPD basis set.

Structure (XYZ):
```
56
Properties=species:S:1:pos:R:3
C 3.43349 -0.71664 -4.10447
C 4.57544 0.05385 -3.44047
C 4.96376 -0.52171 -2.11622
C 6.13359 -1.18967 -1.74332
N 6.14202 -1.60396 -0.47201
N 4.95879 -1.20176 -0.00308
C 4.49169 -1.36532 1.25508
C 3.25451 -0.89387 1.54829
C 2.50096 -0.22938 0.52967
C 1.07324 0.30400 0.69232
O 0.54756 0.84994 -0.25563
N 0.43571 0.18411 1.89995
C 0.52390 -0.98984 2.76175
C -0.79972 0.96039 2.10242
C -1.99985 0.39242 1.35226
C -0.58250 2.44962 1.81413
N -1.59726 3.25141 2.47890
C -1.55490 3.45076 3.81408
O -0.60854 3.12216 4.50450
C -2.79766 4.12457 4.41587
C -3.28839 5.31571 3.59461
C -2.58507 4.49758 5.88557
C -3.93296 4.38327 6.60444
C -4.48579 3.01219 6.23824
S -4.11775 2.83582 4.49398
O -5.24641 3.28071 3.71416
O -3.55158 1.53473 4.23773
N 2.96909 -0.07046 -0.67729
C 4.19806 -0.53879 -0.95804
H 3.17345 -0.27524 -5.06734
H 3.71394 -1.75800 -4.27040
H 2.54637 -0.69894 -3.47116
H 5.45240 0.06133 -4.09125
H 4.27477 1.09558 -3.30701
H 6.99590 -1.39228 -2.36031
H 5.15060 -1.86504 1.94967
H 2.90555 -0.97552 2.56147
H 1.00531 -1.82266 2.25717
H 1.04363 -0.77527 3.69870
H -0.48798 -1.31185 3.00950
H -0.99310 0.89362 3.17521
H -2.90973 0.90267 1.66966
H -1.86592 0.50238 0.27760
H -2.13650 -0.66632 1.57963
H 0.39278 2.75414 2.19271
H -0.62225 2.65501 0.74825
H -2.45056 3.44688 1.98425
H -2.46118 6.01170 3.45129
H -3.68106 5.02683 2.62182
H -4.09394 5.83103 4.11599
H -1.86241 3.80652 6.31976
H -2.16614 5.50151 5.95756
H -3.81652 4.48109 7.68273
H -4.62167 5.16407 6.27613
H -3.95624 2.20840 6.74811
H -5.56047 2.89577 6.35759
```

Its structure (SMILES) is CCc1cnn2ccc(C(=O)N(C)[C@H](C)CNC(=O)[C@]3(C)CCCS3(=O)=O)nc12. The calculation puts the calculated total energy at -1713.14492 a.u. The value obtained for the HOMO energy is -8.31 eV. The value obtained for the relative energy (zero: lowest compared OMol25 entry of this formula, charge and spin) is 270.14 kJ/mol.

Löwdin population analysis, charges in e, atoms 1 to 2: -0.10, -0.21